(1)
Density functional theory data (the ωB97M-V functional and the def2-TZVPD basis) for 3 unconnected molecules or ions with the total composition C11H19BNO5 in a non-equilibrium geometry.

Each line ends with the natural charge from an NBO analysis.
Geometry (Å):
1 C -1.062 1.414 2.043  -0.4546
2 C -0.280 0.341 2.053  0.1736
3 N 0.423 -0.976 2.161  -0.6000
4 C -0.672 -2.018 2.338  -0.5199
5 B -1.334 -2.525 0.930  1.0816
6 C -0.851 -2.101 -0.567  -1.0340
7 O -2.464 -3.475 1.008  -0.9446
8 C -0.143 -3.219 3.292  0.7422
9 O -0.050 -4.457 2.949  -0.7293
10 O 0.200 -2.856 4.618  -0.8264
11 H -2.015 2.072 2.101  0.2769
12 H 0.970 -1.142 1.301  0.3804
13 H -1.518 -1.472 2.929  0.2491
14 H -0.422 -3.013 -1.149  0.2648
15 H -0.047 -1.281 -0.605  0.2190
16 H -1.768 -1.676 -1.153  0.2327
17 H -3.267 -3.003 1.363  0.4853
18 C 0.337 4.996 1.201  -0.7272
19 C -0.995 5.681 1.360  0.5923
20 O -2.032 5.043 1.431  -0.5426
21 C -0.997 7.185 1.429  -0.7188
22 H 0.186 3.914 1.166  0.2636
23 H 0.808 5.314 0.268  0.2216
24 H 0.980 5.233 2.051  0.2287
25 H -0.585 7.600 0.506  0.2242
26 H -0.413 7.519 2.289  0.2269
27 H -2.024 7.541 1.544  0.2312
28 C 2.054 -4.187 -3.252  -0.7227
29 C 1.540 -2.789 -3.475  0.5914
30 O 0.817 -2.243 -2.659  -0.5308
31 C 1.953 -2.092 -4.744  -0.7187
32 H 1.676 -4.564 -2.298  0.2488
33 H 1.704 -4.843 -4.052  0.2242
34 H 3.146 -4.180 -3.218  0.2267
35 H 1.598 -2.655 -5.610  0.2240
36 H 3.040 -1.992 -4.776  0.2252
37 H 1.509 -1.094 -4.770  0.2354

strongest force on any atom = 0.13065 Eh/bohr
HOMO-LUMO gap = 0.22202 hartree
total charge = -1



(2)
Density functional theory data (the ωB97M-V functional and the def2-TZVPD basis) for a single C4H10N2O molecule in a non-equilibrium geometry.

Each line ends with the natural charge from an NBO analysis.
Geometry (Å):
1 C 1.617 -0.092 -1.473  -0.5930
2 C 1.061 -0.166 0.014  -0.1450
3 C 1.012 -1.565 0.719  0.4193
4 O 2.077 -2.116 0.928  -0.5143
5 N -0.345 0.301 -0.074  -0.6808
6 C -1.271 0.580 0.969  -0.0046
7 N -2.574 0.926 0.290  -0.8497
8 H 0.942 -0.490 -2.206  0.1932
9 H 2.545 -0.670 -1.557  0.2283
10 H 1.717 0.927 -1.705  0.2196
11 H 1.873 0.474 0.502  0.2134
12 H -0.026 -1.943 0.773  0.1260
13 H -0.590 -0.095 -0.953  0.3768
14 H -1.355 -0.318 1.830  0.1257
15 H -0.956 1.461 1.587  0.1631
16 H -2.609 1.283 -0.569  0.3629
17 H -3.119 1.502 0.926  0.3590

energy above the lowest of the compared OMol25 structures with the same formula, charge and spin = 337.1 kJ/mol
strongest force on any atom = 0.13240 Eh/bohr
HOMO-LUMO gap = 0.34483 hartree
structure (SMILES) = C[C@H](C=O)NCN



(3)
Density functional theory data (the ωB97M-V functional and the def2-TZVPD basis) for a molecular structure, C21H14BrN2O4OsS2.

Each line ends with the natural charge from an NBO analysis.
Geometry (Å):
1 Os -0.413 0.277 0.179  0.9575
2 O 5.276 -1.202 4.039  -0.7465
3 C 4.526 -0.229 4.237  0.7307
4 O 4.578 0.697 5.062  -0.7324
5 C 3.304 -0.168 3.278  -0.0402
6 C 3.080 -1.186 2.357  -0.2215
7 C 2.009 -1.109 1.492  0.0221
8 N 1.177 -0.064 1.504  -0.4250
9 C 1.364 0.915 2.400  0.0663
10 C 2.408 0.894 3.303  -0.1844
11 C 0.344 2.017 2.331  0.7540
12 O 0.371 2.975 3.060  -0.5726
13 O -0.563 1.835 1.382  -0.6770
14 H 3.769 -2.020 2.338  0.2567
15 H 1.791 -1.879 0.763  0.2065
16 H 2.538 1.695 4.016  0.2731
17 S -1.332 -1.482 1.450  0.1177
18 C -1.364 -2.284 -0.061  -0.1019
19 N -0.767 -1.575 -0.985  -0.5047
20 C -0.934 -2.140 -2.247  0.2110
21 C -0.531 -1.629 -3.480  -0.2246
22 C -0.774 -2.365 -4.623  -0.1958
23 C -1.414 -3.604 -4.569  -0.2226
24 C -1.840 -4.116 -3.359  -0.2119
25 C -1.605 -3.370 -2.211  -0.2416
26 S -2.089 -3.759 -0.584  0.4223
27 H -0.061 -0.662 -3.548  0.2292
28 H -0.468 -1.965 -5.581  0.2132
29 H -1.591 -4.161 -5.480  0.2127
30 H -2.354 -5.067 -3.306  0.2183
31 C 1.198 0.381 -1.161  -0.5265
32 C 1.740 1.739 -0.871  -0.1007
33 C 2.855 1.906 -0.044  -0.1439
34 C 3.312 3.170 0.283  -0.2233
35 C 2.662 4.295 -0.210  -0.2025
36 C 1.561 4.145 -1.040  -0.2087
37 C 1.103 2.879 -1.369  -0.1946
38 H 1.939 -0.401 -1.013  0.2123
39 H 0.792 0.333 -2.166  0.2006
40 H 3.362 1.034 0.355  0.2086
41 H 4.168 3.276 0.938  0.2215
42 H 3.008 5.284 0.063  0.2100
43 H 1.044 5.016 -1.422  0.2101
44 H 0.226 2.765 -1.995  0.2272
45 Br -2.226 1.140 -1.333  -0.4785

energy above the lowest of the compared OMol25 structures with the same formula, charge and spin = 0.0 kJ/mol
strongest force on any atom = 0.00491 Eh/bohr
HOMO-LUMO gap = 0.24434 hartree
total charge = -1